Entry 1:
The following is a DFT calculation (ωB97M-V with the def2-TZVPD basis set) of the molecule C3H6S3.

Geometry as ORCA input:
```
! RIJCOSX wB97M-V def2-TZVPD def2/J DEFGRID3
* xyz 0 1
C 1.87948 1.98629 -0.66178
C -0.04666 -0.05109 -0.14997
C -1.91548 -1.96289 0.53075
H 1.47135 2.65788 0.29256
H 2.58263 1.26524 0.01811
H 2.37916 2.65464 -1.43606
H -1.05576 -2.61763 0.80054
H -2.13778 -1.41849 1.45206
H -2.88729 -2.35077 0.28056
S 0.40573 1.32480 -1.29920
S 0.80910 -0.66061 1.03013
S -1.48449 -0.82739 -0.85769
*
```

* highest occupied orbital energy: -8.85 eV
* lowest unoccupied orbital energy: -0.1 eV
* HOMO-LUMO gap: 8.78 eV

For reference, the Mulliken charges in units of e are:
1. C -0.757
2. C 0.269
3. C -0.919
4. H 0.257
5. H 0.250
6. H 0.294
7. H 0.296
8. H 0.347
9. H 0.331
10. S -0.024
11. S -0.319
12. S -0.025


Entry 2:
The following is a DFT calculation (ωB97M-V with the def2-TZVPD basis set) of a structure of composition C3H7AgCl2O.

Geometry as ORCA input:
```
! RIJCOSX wB97M-V def2-TZVPD def2/J DEFGRID3
* xyz 1 2
Ag 2.81958 -1.38914 0.92046
C 1.63197 1.55142 1.41335
O 1.86630 0.67569 0.42061
H 2.25856 2.43743 1.31098
H 0.59446 1.87681 1.48946
H 1.83373 1.13213 2.39904
Cl -1.71930 -1.99004 -2.49231
C -2.14403 -0.77625 -1.31673
C -0.78421 -0.53079 -0.65190
Cl -0.14202 -2.00136 0.11966
H -2.83621 -1.08830 -0.53467
H -2.45182 0.15320 -1.79578
H -0.83268 0.19162 0.16288
H -0.09431 -0.24245 -1.44499
*
```

* ⟨S²⟩: 0.7547
* highest occupied orbital energy (spin up / spin down): -13.72 / -13.72 eV
* lowest unoccupied orbital energy (spin up / spin down): -5.8 / -7.0 eV
* HOMO-LUMO gap (spin up / spin down): 7.89 / 6.74 eV

For reference, the Mulliken charges in units of e are:
1. Ag 0.820
2. C -0.462
3. O -0.274
4. H 0.317
5. H 0.274
6. H 0.269
7. Cl -0.147
8. C -0.333
9. C -0.513
10. Cl -0.199
11. H 0.315
12. H 0.312
13. H 0.240
14. H 0.383


Entry 3:
The following is a DFT calculation (ωB97M-V with the def2-TZVPD basis set) of a cluster of 2 separate species, C3H7BO in total.

Geometry as ORCA input:
```
! RIJCOSX wB97M-V def2-TZVPD def2/J DEFGRID3
* xyz 0 1
B -1.13925 -0.61248 -0.35762
C 2.43164 1.65316 0.95242
C -1.96338 -1.84525 -0.49547
C -0.56009 0.68082 -0.46433
O 1.93089 2.52958 0.32152
H 3.35854 1.07004 0.55130
H -2.78704 -1.91353 -1.13000
H -2.16693 -2.06450 0.48185
H -1.25793 -2.72987 -0.82814
H 0.11235 0.69257 -1.24718
H -0.19702 1.33352 0.28769
H 2.23821 1.20594 1.92796
*
```

* structure (SMILES): C=BC.C=O
* highest occupied orbital energy: -8.32 eV
* lowest unoccupied orbital energy: 0.4 eV
* HOMO-LUMO gap: 8.75 eV

For reference, the Mulliken charges in units of e are:
1. B -0.044
2. C -0.041
3. C -0.712
4. C -0.620
5. O -0.385
6. H 0.174
7. H 0.330
8. H 0.288
9. H 0.252
10. H 0.255
11. H 0.253
12. H 0.250


Entry 4:
The following is a DFT calculation (ωB97M-V with the def2-TZVPD basis set) of the molecule C3H7BO.

Geometry as ORCA input:
```
! RIJCOSX wB97M-V def2-TZVPD def2/J DEFGRID3
* xyz 0 1
B 1.43307 0.19754 0.38294
C 1.18126 1.84784 0.57344
C -1.14639 0.01127 0.02201
C 0.19052 -0.76581 0.04622
O 1.34675 2.36032 1.70652
H 2.47473 -0.25659 0.59823
H 0.11418 -1.57696 0.65122
H 1.00417 2.37827 -0.40417
H -1.18755 0.82066 -0.72432
H -1.96957 -0.67582 -0.18548
H -1.24761 0.51545 0.99080
H 0.28364 -1.33850 -0.89930
*
```

* structure (SMILES): CCBC=O
* highest occupied orbital energy: -9.44 eV
* lowest unoccupied orbital energy: -0.1 eV
* HOMO-LUMO gap: 9.31 eV

For reference, the Mulliken charges in units of e are:
1. B 0.201
2. C 0.037
3. C -1.033
4. C -0.603
5. O -0.477
6. H -0.054
7. H 0.416
8. H 0.278
9. H 0.277
10. H 0.343
11. H 0.308
12. H 0.306


Entry 5:
The following is a DFT calculation (ωB97M-V with the def2-TZVPD basis set) of a structure of composition C3H7BrClN.

Geometry as ORCA input:
```
! RIJCOSX wB97M-V def2-TZVPD def2/J DEFGRID3
* xyz 0 1
C 0.10952 0.32753 -1.22513
C 0.94154 -0.37711 0.97240
C -0.05716 0.56830 0.30223
N -1.35971 0.20520 0.83024
Cl -1.20179 -2.37979 -0.11678
Br -2.61849 0.88741 -0.09305
H 1.17640 0.01195 -1.29960
H -0.61412 -0.53538 -1.57843
H -0.05442 1.26569 -1.82609
H 1.05008 -0.22376 2.07224
H 1.93917 -0.08432 0.59173
H 0.56695 -1.34447 0.74600
H 0.12204 1.67875 0.62423
*
```

* highest occupied orbital energy (spin up / spin down): -9.59 / -9.59 eV
* lowest unoccupied orbital energy (spin up / spin down): -3.2 / -3.2 eV
* HOMO-LUMO gap (spin up / spin down): 6.36 / 6.36 eV

For reference, the Mulliken charges in units of e are:
1. C -0.963
2. C -1.034
3. C 0.079
4. N -0.169
5. Cl -0.384
6. Br 0.197
7. H 0.311
8. H 0.310
9. H 0.359
10. H 0.319
11. H 0.377
12. H 0.210
13. H 0.389


Entry 6:
The following is a DFT calculation (ωB97M-V with the def2-TZVPD basis set) of the ion C3H7BrN with charge +1.

Geometry as ORCA input:
```
! RIJCOSX wB97M-V def2-TZVPD def2/J DEFGRID3
* xyz 1 1
C 1.53184 -1.24321 -0.51370
C 0.33874 -0.67607 -0.54396
C -0.32300 -0.00711 0.61354
N -1.01211 1.25546 0.33423
Br -0.66412 -0.91528 -2.26786
H 1.98653 -1.83394 -1.27757
H 2.25704 -1.10205 0.37202
H -1.07624 -0.52495 1.16509
H 0.52977 0.14101 1.29275
H -1.72834 1.10179 -0.35407
H -0.48672 2.13821 -0.14284
H -1.35340 1.66614 1.32236
*
```

* structure (SMILES): C=C(Br)C[NH3+]
* highest occupied orbital energy: -13.86 eV
* lowest unoccupied orbital energy: -4.2 eV
* HOMO-LUMO gap: 9.64 eV

For reference, the Mulliken charges in units of e are:
1. C -0.771
2. C 0.487
3. C -0.439
4. N -0.413
5. Br -0.150
6. H 0.317
7. H 0.193
8. H 0.258
9. H 0.353
10. H 0.341
11. H 0.406
12. H 0.418


Entry 7:
The following is a DFT calculation (ωB97M-V with the def2-TZVPD basis set) of the molecule C3H7Cl.

Geometry as ORCA input:
```
! RIJCOSX wB97M-V def2-TZVPD def2/J DEFGRID3
* xyz 0 1
Cl -0.38059 -0.68462 -0.37527
C 0.09703 3.42427 -1.20628
C -0.69242 1.09937 -0.78102
C 0.47671 1.96580 -1.22564
H -0.96355 3.52100 -1.50075
H 0.68044 3.71939 -2.02748
H 0.32728 3.95586 -0.21657
H -1.37618 1.10616 -1.69896
H -1.14462 1.65640 0.08265
H 0.74019 1.72419 -2.20604
H 1.37897 1.92007 -0.67070
*
```

* structure (SMILES): CCCCl
* highest occupied orbital energy: -10.66 eV
* lowest unoccupied orbital energy: 1.1 eV
* HOMO-LUMO gap: 11.73 eV

For reference, the Mulliken charges in units of e are:
1. Cl -0.226
2. C -1.029
3. C -0.498
4. C -0.462
5. H 0.295
6. H 0.352
7. H 0.283
8. H 0.289
9. H 0.309
10. H 0.311
11. H 0.376


Entry 8:
The following is a DFT calculation (ωB97M-V with the def2-TZVPD basis set) of the molecule C3H7Cl2NO.

Geometry as ORCA input:
```
! RIJCOSX wB97M-V def2-TZVPD def2/J DEFGRID3
* xyz 0 1
C -0.89574 -0.58544 0.70935
C 0.30018 1.70502 0.52820
C 0.33695 0.00485 0.14518
N 0.32460 -1.27225 -1.88086
O 0.60656 -0.09741 -1.19553
Cl 1.74337 2.67038 0.07119
Cl 1.77063 -0.61597 0.99554
H -0.84212 -1.72459 0.81338
H -0.99808 0.08962 1.55505
H -1.85118 -0.37612 0.04051
H -0.00201 1.71903 1.55213
H -0.59413 2.07850 -0.03816
H -0.68615 -1.34728 -1.71666
H 0.78713 -2.24833 -1.57931
*
```

* structure (SMILES): C[C@](Cl)(CCl)ON
* highest occupied orbital energy: -10.17 eV
* lowest unoccupied orbital energy: 0.7 eV
* HOMO-LUMO gap: 10.85 eV

For reference, the Mulliken charges in units of e are:
1. C -1.304
2. C -0.616
3. C 0.651
4. N -0.484
5. O -0.204
6. Cl -0.159
7. Cl -0.179
8. H 0.339
9. H 0.400
10. H 0.296
11. H 0.403
12. H 0.336
13. H 0.257
14. H 0.265


Total energy per entry: -35712.6294, -34305.8750, -5944.8577, -5946.4073, -87274.9497, -74748.7341, -15746.3896, -31804.0117 eV
Max |F| per entry: 0.1021, 0.0405, 0.0894, 0.0782, 0.0596, 0.1020, 0.0407, 0.0716 hartree/bohr
Energy relative to the best compared isomer or geometry (same formula, charge and spin) per entry: 28.35, 0.00, 71.64, 35.91, 68.51, 3.84, 5.31, 80.76 kcal per mole